Record 1
5 unconnected molecules or ions with the total composition C32H80ClN4O4. Source: OMol25; level of theory: ωB97M-V/def2-TZVPD.

Cartesian coordinates (Å):
Cl: -3.713 -4.058 10.696
C: -4.725 -11.037 11.461
C: -4.616 -9.845 10.528
N: -3.504 -8.884 10.834
C: -3.638 -7.728 9.910
C: -3.665 -8.372 12.268
C: -2.806 -7.161 12.621
C: -2.158 -9.521 10.744
C: -1.780 -10.164 9.433
O: -1.955 -9.334 8.315
C: -1.138 -9.748 7.229
H: -5.450 -11.719 11.009
H: -5.112 -10.755 12.435
H: -3.818 -11.634 11.515
H: -5.545 -9.281 10.474
H: -4.418 -10.193 9.512
H: -3.851 -8.086 8.909
H: -2.797 -7.064 10.024
H: -4.569 -7.224 10.181
H: -3.489 -9.223 12.916
H: -4.717 -8.075 12.309
H: -1.792 -7.524 12.815
H: -3.186 -6.782 13.566
H: -2.757 -6.406 11.844
H: -2.062 -10.285 11.513
H: -1.442 -8.739 10.994
H: -2.377 -11.077 9.278
H: -0.756 -10.531 9.571
H: -1.056 -10.835 7.161
H: -0.117 -9.362 7.335
H: -1.565 -9.363 6.306
C: -8.198 -2.551 16.712
C: -7.831 -3.995 16.970
N: -7.579 -4.841 15.736
C: -8.919 -5.054 15.086
C: -6.676 -4.102 14.783
C: -6.171 -4.891 13.585
C: -7.003 -6.200 16.063
C: -7.732 -7.143 17.002
O: -7.928 -6.552 18.267
C: -8.190 -7.504 19.285
H: -8.190 -2.072 17.697
H: -9.212 -2.397 16.345
H: -7.481 -1.959 16.149
H: -8.546 -4.509 17.595
H: -6.892 -4.046 17.528
H: -9.525 -5.629 15.779
H: -8.790 -5.585 14.151
H: -9.381 -4.082 14.950
H: -5.820 -3.860 15.415
H: -7.204 -3.213 14.464
H: -5.300 -5.481 13.874
H: -5.728 -4.191 12.867
H: -6.897 -5.485 13.032
H: -6.030 -5.941 16.498
H: -6.801 -6.690 15.116
H: -7.034 -7.976 17.158
H: -8.681 -7.501 16.592
H: -8.579 -7.009 20.173
H: -7.270 -8.003 19.610
H: -8.929 -8.248 18.975
C: -0.562 -3.390 8.576
C: 0.087 -3.962 7.305
N: -0.626 -5.141 6.695
C: 0.238 -5.638 5.578
C: -0.841 -6.234 7.724
C: 0.427 -6.712 8.393
C: -1.931 -4.667 6.122
C: -2.714 -5.623 5.261
O: -3.179 -6.739 6.000
C: -3.862 -7.675 5.169
H: 0.019 -3.758 9.422
H: -1.595 -3.694 8.705
H: -0.432 -2.311 8.594
H: 1.081 -4.322 7.556
H: 0.225 -3.196 6.542
H: -0.140 -6.596 5.238
H: 1.259 -5.702 5.940
H: 0.252 -4.887 4.790
H: -1.361 -7.024 7.193
H: -1.555 -5.818 8.435
H: 0.863 -5.926 9.012
H: 1.176 -7.042 7.677
H: 0.188 -7.517 9.086
H: -1.650 -3.803 5.517
H: -2.545 -4.291 6.940
H: -2.159 -5.916 4.364
H: -3.598 -5.069 4.911
H: -4.575 -8.226 5.785
H: -3.164 -8.384 4.723
H: -4.457 -7.158 4.410
C: -8.707 -4.469 10.246
C: -7.704 -5.331 9.515
N: -7.130 -4.840 8.219
C: -5.937 -5.679 7.980
C: -8.086 -5.085 7.043
C: -9.243 -4.139 6.868
C: -6.763 -3.384 8.402
C: -5.859 -2.799 7.347
O: -6.548 -2.695 6.122
C: -5.726 -2.202 5.078
H: -8.285 -3.572 10.690
H: -9.104 -5.094 11.051
H: -9.586 -4.179 9.678
H: -8.090 -6.333 9.315
H: -6.857 -5.504 10.186
H: -6.215 -6.729 8.090
H: -5.175 -5.453 8.726
H: -5.555 -5.557 6.972
H: -8.384 -6.128 7.133
H: -7.430 -4.967 6.184
H: -9.912 -4.119 7.723
H: -9.819 -4.489 6.011
H: -8.930 -3.126 6.640
H: -6.229 -3.324 9.354
H: -7.732 -2.904 8.467
H: -4.972 -3.431 7.217
H: -5.553 -1.806 7.692
H: -6.318 -2.228 4.166
H: -4.850 -2.838 4.892
H: -5.414 -1.179 5.299

Summary:
2S+1: 1
E: -61129.38264 eV
Net charge: +3

Here are the Löwdin charges for atoms 1 to 5, given in e: atom 1 (Cl): -0.375, atom 2 (C): -0.041, atom 3 (C): -0.168, atom 4 (N): -0.268, atom 5 (C): -0.019

---

Record 2
8 unconnected molecules or ions with the total composition C32H80O16. Source: OMol25; level of theory: ωB97M-V/def2-TZVPD.

Cartesian coordinates (Å):
C: -23.655 -10.743 -8.562
O: -24.890 -11.379 -8.823
C: -25.619 -10.790 -9.878
C: -26.921 -11.568 -10.037
O: -27.979 -10.999 -9.269
C: -28.134 -11.594 -7.992
H: -22.968 -10.916 -9.396
H: -23.273 -11.279 -7.691
H: -23.761 -9.692 -8.283
H: -25.032 -10.809 -10.806
H: -25.886 -9.749 -9.654
H: -26.728 -12.606 -9.763
H: -27.306 -11.471 -11.053
H: -28.138 -12.685 -8.045
H: -29.086 -11.228 -7.610
H: -27.346 -11.283 -7.299
C: -13.931 -10.847 -2.606
O: -14.110 -12.169 -2.162
C: -15.434 -12.580 -1.897
C: -16.246 -11.769 -0.880
O: -15.967 -12.046 0.476
C: -14.668 -11.629 0.844
H: -14.404 -10.075 -1.993
H: -14.368 -10.731 -3.610
H: -12.857 -10.688 -2.645
H: -15.404 -13.622 -1.577
H: -16.004 -12.561 -2.839
H: -17.289 -12.047 -1.042
H: -16.104 -10.706 -1.109
H: -14.615 -11.610 1.938
H: -14.436 -10.586 0.596
H: -13.923 -12.334 0.476
C: -21.281 -9.898 2.851
O: -20.953 -8.829 1.980
C: -20.114 -9.191 0.904
C: -18.675 -9.456 1.303
O: -18.123 -8.266 1.853
C: -16.915 -8.522 2.529
H: -20.456 -10.614 2.935
H: -22.246 -10.331 2.598
H: -21.286 -9.491 3.870
H: -20.113 -8.299 0.275
H: -20.471 -10.023 0.286
H: -18.095 -9.653 0.388
H: -18.533 -10.310 1.973
H: -16.169 -8.972 1.862
H: -17.020 -9.225 3.365
H: -16.596 -7.564 2.936
C: -18.668 -14.570 -5.421
O: -17.380 -14.010 -5.316
C: -16.581 -14.107 -6.473
C: -15.154 -14.458 -6.073
O: -15.029 -15.647 -5.332
C: -15.173 -15.537 -3.928
H: -19.194 -14.569 -4.469
H: -18.556 -15.598 -5.788
H: -19.318 -14.064 -6.148
H: -16.511 -13.099 -6.907
H: -16.930 -14.793 -7.248
H: -14.661 -13.654 -5.510
H: -14.574 -14.594 -6.991
H: -16.230 -15.516 -3.656
H: -14.667 -14.640 -3.562
H: -14.724 -16.434 -3.507
C: -11.729 -4.435 -0.951
O: -12.255 -5.725 -1.130
C: -12.279 -6.127 -2.481
C: -13.261 -7.239 -2.710
O: -14.599 -6.796 -2.614
C: -15.416 -7.315 -3.632
H: -12.434 -3.620 -1.155
H: -10.861 -4.282 -1.608
H: -11.398 -4.344 0.084
H: -11.267 -6.402 -2.800
H: -12.628 -5.305 -3.126
H: -13.082 -8.024 -1.959
H: -13.013 -7.720 -3.662
H: -16.369 -6.786 -3.546
H: -15.637 -8.390 -3.585
H: -15.034 -7.118 -4.642
C: -21.121 -10.306 -6.110
O: -20.053 -9.884 -5.281
C: -19.164 -10.941 -5.063
C: -18.018 -10.589 -4.093
O: -18.357 -10.005 -2.843
C: -18.859 -8.666 -2.976
H: -21.553 -11.238 -5.741
H: -20.792 -10.440 -7.149
H: -21.797 -9.455 -6.196
H: -18.616 -11.251 -5.965
H: -19.646 -11.839 -4.659
H: -17.232 -10.008 -4.586
H: -17.621 -11.562 -3.801
H: -19.912 -8.687 -3.257
H: -18.203 -8.086 -3.617
H: -18.934 -8.310 -1.943
C: -14.685 -11.940 -9.113
O: -16.030 -11.599 -9.249
C: -16.589 -12.152 -10.424
C: -18.012 -11.716 -10.603
O: -18.851 -12.334 -9.645
C: -20.109 -11.752 -9.561
H: -14.106 -11.524 -9.955
H: -14.484 -13.018 -9.082
H: -14.244 -11.478 -8.229
H: -16.467 -13.241 -10.375
H: -16.015 -11.815 -11.298
H: -18.330 -12.026 -11.604
H: -18.083 -10.634 -10.455
H: -20.637 -11.704 -10.527
H: -20.121 -10.674 -9.323
H: -20.704 -12.265 -8.812
C: -19.295 -5.196 0.156
O: -18.697 -4.144 -0.576
C: -17.405 -4.377 -1.062
C: -16.404 -4.878 -0.011
O: -16.318 -4.015 1.090
C: -15.191 -4.345 1.902
H: -19.248 -6.112 -0.453
H: -20.351 -4.950 0.246
H: -18.828 -5.355 1.127
H: -17.045 -3.393 -1.371
H: -17.417 -5.112 -1.879
H: -15.437 -5.040 -0.504
H: -16.753 -5.869 0.317
H: -15.301 -5.363 2.284
H: -15.126 -3.565 2.653
H: -14.301 -4.307 1.262

Summary:
2S+1: 1
E: -67230.52429 eV
SMILES: COCCOC.COCCOC.COCCOC.COCCOC.COCCOC.COCCOC.COCCOC.COCCOC

Here are the Löwdin charges for atoms 1 to 5, given in e: atom 1 (C): -0.104, atom 2 (O): -0.192, atom 3 (C): -0.211, atom 4 (C): -0.192, atom 5 (O): -0.191